{"formula": "C42H89FN12O12", "method": "the ωB97M-V functional and the def2-TZVPD basis", "e_homo_ev": -6.14, "relative_energy_kj_mol": 2750.2, "total_energy_ev": -90137.2170, "species": ["C", "C", "O", "N", "C", "H", "H", "H", "H", "H", "H", "H", "C", "C", "O", "N", "C", "H", "H", "H", "H", "H", "H", "H", "C", "C", "O", "N", "C", "H", "H", "H", "H", "H", "H", "H", "C", "C", "O", "N", "C", "H", "H", "H", "H", "H", "H", "H", "C", "C", "O", "N", "C", "H", "H", "H", "H", "H", "H", "H", "C", "C", "O", "N", "C", "H", "H", "H", "H", "H", "H", "H", "C", "C", "O", "N", "C", "H", "H", "H", "H", "H", "H", "H", "C", "C", "O", "N", "C", "H", "H", "H", "H", "H", "H", "H", "C", "C", "O", "N", "C", "H", "H", "H", "H", "H", "H", "H", "C", "C", "O", "N", "C", "H", "H", "H", "H", "H", "H", "H", "C", "C", "O", "N", "C", "H", "H", "H", "H", "H", "H", "H", "C", "C", "O", "N", "C", "H", "H", "H", "H", "H", "H", "H", "F", "C", "C", "C", "C", "C", "C", "H", "H", "H", "H", "H"], "xyz": [[-2.354057, 3.825317, -0.670395], [-1.179882, 4.447686, -1.366657], [-0.235899, 3.727483, -1.710100], [-1.184548, 5.777513, -1.483197], [-0.090944, 6.541631, -2.049373], [-2.046553, 3.083736, 0.066084], [-3.036328, 3.300499, -1.342007], [-2.950024, 4.569607, -0.133325], [-2.022709, 6.256191, -1.207679], [0.410149, 6.064707, -2.891397], [0.679804, 6.654753, -1.284134], [-0.441237, 7.502188, -2.416237], [-1.430450, 0.410486, -1.499470], [-0.483259, -0.429143, -0.668948], [-0.937080, -1.318733, 0.069204], [0.818068, -0.173970, -0.727969], [1.462075, 0.708995, -1.681557], [-2.439524, 0.026017, -1.393742], [-1.207292, 0.355793, -2.568546], [-1.305650, 1.447129, -1.177050], [1.450905, -0.766043, -0.204553], [1.209335, 1.757669, -1.502225], [1.331524, 0.444697, -2.731656], [2.531801, 0.677427, -1.465694], [-3.735197, -4.485432, 5.216700], [-2.212041, -4.410974, 5.377580], [-1.648600, -4.940497, 6.326531], [-1.559606, -3.558664, 4.558734], [-2.130422, -2.756717, 3.475977], [-4.009072, -4.906175, 4.248706], [-4.227619, -3.530208, 5.393355], [-4.080810, -5.157717, 6.000730], [-0.556152, -3.506371, 4.752680], [-2.176896, -1.737204, 3.861093], [-3.050387, -3.195292, 3.106805], [-1.417456, -2.768283, 2.652931], [2.339917, -2.323042, -2.146912], [2.006725, -2.109291, -3.603837], [1.076073, -2.696442, -4.151777], [2.821145, -1.269973, -4.267501], [2.698152, -1.038395, -5.674146], [2.770007, -3.317684, -2.031211], [1.436143, -2.266293, -1.541432], [3.040551, -1.563762, -1.799930], [3.570380, -0.805879, -3.778540], [1.686491, -0.873267, -6.047333], [3.070996, -1.884841, -6.261123], [3.250374, -0.169725, -6.034005], [3.652940, 4.578260, -0.642401], [2.911565, 4.043858, 0.564236], [3.427658, 4.083604, 1.675099], [1.684750, 3.558307, 0.322220], [0.943935, 2.833267, 1.332286], [4.427875, 3.855544, -0.901624], [4.149902, 5.517416, -0.405284], [3.004805, 4.753124, -1.503351], [1.280229, 3.589319, -0.608208], [0.332137, 2.093933, 0.813304], [0.309741, 3.484937, 1.934941], [1.599181, 2.324148, 2.035123], [-3.791560, 2.791768, -1.722847], [-5.236352, 2.401834, -1.948439], [-6.140333, 3.082028, -1.481777], [-5.410497, 1.306333, -2.726114], [-6.739358, 0.849258, -3.093314], [-3.779174, 3.832425, -1.415799], [-3.245953, 2.632962, -2.653193], [-3.337597, 2.121253, -0.992582], [-4.626038, 0.666369, -2.818666], [-7.439753, 1.586389, -2.703409], [-6.940969, -0.128234, -2.661012], [-6.930680, 0.798872, -4.166188], [6.709992, 1.113474, -1.436846], [5.460497, 1.398482, -2.225174], [4.736121, 0.481394, -2.609992], [5.148392, 2.681013, -2.497523], [3.965498, 3.173040, -3.166332], [6.623910, 0.176727, -0.896518], [7.009628, 1.936210, -0.788388], [7.508486, 0.967748, -2.170740], [5.777192, 3.402924, -2.183562], [3.871645, 4.253860, -3.155278], [3.104933, 2.707666, -2.680954], [3.929080, 2.882730, -4.220248], [-2.242196, 3.744233, 4.107088], [-1.859901, 2.435128, 3.454110], [-0.764099, 1.940887, 3.677926], [-2.790122, 1.887496, 2.656677], [-2.656827, 0.600020, 2.009837], [-1.386510, 4.300034, 4.484280], [-2.825801, 3.606257, 5.022239], [-2.833709, 4.369685, 3.434523], [-3.667136, 2.361714, 2.531473], [-3.244685, -0.179724, 2.495738], [-1.620439, 0.269699, 1.998195], [-2.950237, 0.665958, 0.960635], [4.852186, -2.249344, 0.363744], [4.488678, -0.981622, 1.084746], [3.387973, -0.486308, 0.874745], [5.410204, -0.415802, 1.888315], [5.325140, 0.987229, 2.339274], [4.842043, -2.029284, -0.701699], [4.159086, -3.053249, 0.607332], [5.845718, -2.630045, 0.613776], [6.271025, -0.916786, 2.016538], [6.347943, 1.349221, 2.397143], [4.875965, 1.024915, 3.329668], [4.709999, 1.501978, 1.606260], [-1.824933, -5.144802, -0.714421], [-0.413464, -5.137630, -0.211378], [0.312327, -6.113208, -0.418445], [0.030571, -4.017093, 0.380115], [1.403887, -3.887094, 0.818748], [-2.252669, -4.137952, -0.668508], [-2.425150, -5.748812, -0.025296], [-2.020352, -5.565829, -1.695551], [-0.554188, -3.188518, 0.418228], [1.493947, -4.293608, 1.827133], [1.663729, -2.825357, 0.808806], [2.118260, -4.356175, 0.143438], [3.526190, -3.343021, 4.042805], [2.203961, -2.605988, 4.126897], [1.279817, -3.100348, 4.768551], [2.123524, -1.456172, 3.449319], [0.971811, -0.581549, 3.494216], [3.990234, -3.302986, 3.055169], [3.358601, -4.383826, 4.307912], [4.244762, -2.935216, 4.756499], [2.893349, -1.296187, 2.819088], [0.304637, -0.886180, 4.296018], [0.349624, -0.679000, 2.598471], [1.356544, 0.428361, 3.599506], [-1.759414, -2.004107, -1.889609], [-1.955021, -0.892638, -2.895068], [-2.847097, -0.049450, -2.752467], [-1.031286, -0.789835, -3.858575], [-0.967861, 0.291907, -4.843890], [-1.051301, -2.758753, -2.239143], [-2.709169, -2.509380, -1.729763], [-1.351257, -1.545503, -0.988291], [-0.349642, -1.540783, -3.935437], [-1.914562, 0.808460, -4.968047], [-0.795859, -0.218189, -5.793036], [-0.158430, 0.940554, -4.510664], [-5.716247, -1.647720, -0.871040], [-5.088568, -1.639574, 0.323509], [-3.961526, -0.839044, 0.434677], [-3.219336, -0.935362, 1.607621], [-3.606036, -1.799820, 2.621517], [-4.749524, -2.579397, 2.500457], [-5.477029, -2.504113, 1.320100], [-3.708832, -0.228279, -0.421984], [-2.349275, -0.315928, 1.788536], [-3.097968, -1.815530, 3.578915], [-5.083668, -3.250309, 3.278299], [-6.323160, -3.173054, 1.218598]], "forces_ev_per_angstrom": [[8.9734, 4.4450, 4.4007], [-0.3100, -1.4718, 2.3113], [0.3542, 0.2539, -0.8539], [-0.0794, 0.6805, -0.9959], [0.4342, -0.0655, 0.0812], [0.4962, 0.1726, 0.1136], [11.4778, 5.3149, 4.3414], [-0.3493, 0.0499, -0.1377], [0.0915, 0.1235, 0.0791], [-0.3753, -0.4060, -0.0056], [0.0211, 0.3670, -0.0339], [-0.0525, 0.1067, 0.2721], [4.8125, 2.9938, 5.8234], [2.6124, 4.5248, 0.9618], [2.9336, 1.6988, 6.4878], [-0.0990, -0.1830, -0.3123], [0.7102, 0.8053, 0.5345], [1.3392, 1.2475, 2.6980], [2.4583, 2.7009, 2.5661], [0.2712, 0.2417, 0.0889], [-0.0760, 0.1422, 0.2885], [-0.4873, -0.2603, -0.2567], [-0.2907, -0.1044, 0.1210], [-0.0445, -0.2537, -0.0942], [0.3925, -0.8333, 0.3215], [-0.5060, 1.0844, 0.8686], [-0.2117, -0.3529, -0.4525], [1.2180, -1.0098, -0.1385], [7.1415, -5.5991, 3.7793], [-0.1273, 0.1220, 0.0167], [0.1514, 0.1661, -0.2334], [-0.0140, -0.0629, -0.1111], [-0.2278, 0.1140, -0.1236], [3.8736, -0.9585, 1.5117], [1.7634, -1.7240, 1.2262], [-0.0174, 0.2726, -0.2657], [0.0478, 0.1220, -0.1424], [0.1088, -0.3851, 0.0941], [0.0401, 0.1628, -0.0172], [-0.0285, 0.3673, 0.0617], [0.0276, -0.1659, -1.5371], [0.0105, -0.0163, -0.0150], [0.0568, -0.3177, -0.2803], [0.0548, -0.1217, 0.0625], [0.0261, 0.0841, 0.1927], [-0.2355, -0.1295, 0.5720], [0.0015, -0.0606, 0.1461], [0.2417, 0.0510, 0.5720], [-0.1137, 0.3588, 0.0978], [0.2129, 0.6495, 0.1328], [-0.0017, -0.3536, -0.0652], [0.2178, -0.3457, 0.0643], [-0.2773, 0.0593, 0.0454], [-0.3499, 0.2332, 0.2760], [-0.0398, 0.0058, 0.2526], [-0.0251, -0.0903, 0.3261], [0.0525, 0.2045, 0.1987], [-0.1107, -0.0027, 0.1790], [-0.0454, 0.0188, -0.1245], [0.1797, 0.0040, -0.1538], [-13.1936, -8.3412, -6.9159], [-0.9650, -0.6943, -0.5967], [0.2516, -0.0027, -0.1539], [-0.2746, -0.0530, -0.1042], [-0.2795, 0.1644, 0.3354], [-5.3635, 0.0258, -1.8738], [0.0500, 0.1585, -0.0558], [-1.3259, -0.8024, -0.1957], [-0.0257, 0.1774, -0.2375], [-0.0605, -0.1831, 0.1601], [-0.0903, -0.0275, 0.0768], [0.4820, -0.0036, -0.0996], [0.4466, 0.3578, -0.5118], [-0.9790, -0.4790, -0.1923], [0.0518, -0.0332, 0.0028], [1.1605, 0.9660, 0.0196], [-0.6409, -1.2396, -0.9071], [-0.2422, 0.0640, 0.1239], [-0.0728, -0.0702, 0.0998], [0.0524, 0.0310, 0.0682], [0.2026, -0.2898, 0.0032], [0.3680, -0.1705, 0.2568], [-0.1663, 0.3020, -0.1438], [0.1858, -0.1998, 0.0564], [-0.3978, 0.5014, 0.4214], [0.4201, 0.8058, 0.9790], [-0.0736, -0.5221, -0.2766], [0.1272, 2.3006, 0.2836], [-1.2866, 14.5536, 2.9901], [0.3092, -0.1400, -0.4920], [-0.2506, -0.4042, -0.2212], [0.0654, 0.0371, 0.0590], [-0.1152, 0.2003, 0.0346], [-2.7361, 5.1232, 6.0242], [2.4838, 2.7735, 1.5131], [0.3460, 2.4024, 0.3791], [0.8015, -0.4169, 0.4021], [0.1219, -0.1896, -0.3875], [-0.3663, 0.4696, 0.0866], [0.0266, 0.1238, -0.1426], [-0.0578, -1.1882, -0.0391], [-0.1510, -0.1005, -0.0308], [-0.2458, 0.1646, -0.2053], [0.0378, 0.1451, 0.0306], [0.0595, 0.0274, -0.0023], [-0.1058, 0.3334, -0.0972], [-0.1265, 0.2528, -0.0448], [0.0744, 0.3871, 0.2170], [-1.2194, 0.6528, 1.0021], [0.7092, -1.5106, -1.5395], [-0.1842, 0.5984, 0.5160], [0.0140, 0.4787, 0.0430], [-0.1650, 0.3566, 0.1341], [-0.0256, -0.2525, -0.0438], [0.1079, -0.0184, 0.0389], [0.6780, -0.0085, -0.1323], [0.1991, -0.2709, -0.0695], [0.3616, 0.0237, 0.0002], [-0.1121, 0.0373, 0.3417], [-0.2891, -0.4171, -0.0175], [0.2090, -0.0806, 0.0536], [-0.3125, -1.0693, 0.1912], [0.2729, 0.4517, -0.0334], [0.2655, -0.4377, 0.1267], [0.1072, -0.1415, -0.4500], [-0.0920, 0.0984, -0.0565], [-0.0616, 0.0215, -0.0303], [-0.0850, 0.1004, 0.0221], [-0.3622, 0.5856, -0.0180], [0.3695, 0.1913, 0.3923], [0.2756, 0.1866, -0.2816], [-0.5599, 0.1529, 0.0788], [-2.0380, -1.6805, -5.9927], [-1.6811, -5.1130, -2.6890], [-6.3977, -1.9704, -6.6243], [-0.3999, -0.6993, -1.2937], [-0.0049, -1.2140, 0.2717], [0.1021, 0.0366, -0.2452], [-0.1812, 0.3028, 0.1668], [-3.4268, -3.2554, -2.2699], [-0.1180, -0.0011, -0.1476], [-0.0391, 0.1089, 0.4642], [0.4855, 0.4481, -0.0984], [-0.0246, 0.4656, -0.6100], [-0.3568, 0.0552, 0.0562], [0.9195, 0.1964, -0.0884], [-1.7362, -1.9448, -0.7528], [-3.0182, -9.9491, -6.3780], [-7.0247, 2.6025, -2.1721], [-0.2017, 1.4682, -1.3751], [-1.1073, -1.0348, 0.1836], [-0.0310, -0.0346, 0.2547], [4.9226, -14.1870, -5.3773], [-5.5767, 3.4429, -1.7969], [0.0971, 0.0168, 0.0873], [-0.1042, 0.2393, -0.3542]]}